(1)
{
  "formula": "C43H88BBr23O7Sb",
  "method": "ωB97M-V/def2-TZVPD",
  "total_charge": -1,
  "e_lumo_ev": 1.2,
  "energy_ha": -61685.09855,
  "orbital_gap_ev": 6.156,
  "homo_ev": -5.0,
  "species": ["C", "C", "C", "C", "C", "C", "C", "C", "C", "C", "C", "C", "Sb", "C", "C", "C", "C", "O", "O", "C", "O", "O", "O", "B", "O", "O", "C", "Br", "C", "C", "C", "Br", "C", "C", "Br", "H", "H", "H", "H", "H", "H", "H", "H", "H", "H", "H", "H", "H", "H", "H", "H", "H", "H", "H", "H", "H", "H", "H", "H", "H", "H", "H", "H", "H", "H", "H", "H", "H", "H", "H", "H", "H", "H", "H", "H", "H", "H", "H", "H", "H", "H", "H", "H", "Br", "C", "C", "Br", "H", "H", "H", "H", "Br", "C", "C", "Br", "H", "H", "H", "H", "Br", "C", "C", "Br", "H", "H", "H", "H", "Br", "C", "C", "Br", "H", "H", "H", "H", "Br", "C", "C", "Br", "H", "H", "H", "H", "Br", "C", "C", "Br", "H", "H", "H", "H", "Br", "C", "C", "Br", "H", "H", "H", "H", "Br", "C", "C", "Br", "H", "H", "H", "H", "Br", "C", "C", "Br", "H", "H", "H", "H", "Br", "C", "C", "Br", "H", "H", "H", "H"],
  "coordinates": [[-4.994, -2.524, -2.597], [-3.411, -2.229, -2.551], [-2.650, -3.346, -1.698], [-1.055, -3.121, -1.894], [-0.465, -2.933, -0.397], [1.106, -2.609, -0.484], [1.342, -1.147, 0.167], [1.556, -0.118, -1.035], [2.391, 1.116, -0.476], [1.515, 2.167, 0.407], [2.391, 3.486, 0.489], [2.173, 4.474, 1.713], [3.841, 4.444, 3.245], [2.470, 4.238, 4.952], [1.400, 3.159, 5.235], [0.302, 2.749, 4.151], [-0.869, 3.797, 3.972], [-1.800, 3.511, 3.191], [-0.926, 5.061, 4.624], [5.174, 4.829, 1.543], [4.681, 5.654, 0.463], [5.229, 5.197, -0.720], [3.926, 2.459, 2.735], [3.621, 1.430, 3.558], [2.845, 0.297, 3.006], [3.972, 1.158, 4.954], [5.687, 4.187, 4.526], [6.943, 5.766, 4.526], [6.640, 2.961, 4.299], [7.100, 2.558, 2.839], [3.760, 6.622, 3.598], [3.888, 7.174, 5.563], [2.633, 7.586, 3.045], [1.098, 7.275, 3.278], [2.985, 8.356, 1.198], [-5.587, -1.579, -2.811], [-5.381, -2.987, -1.621], [-5.165, -3.251, -3.473], [-3.183, -1.190, -2.120], [-3.025, -2.260, -3.623], [-2.901, -3.132, -0.598], [-2.903, -4.414, -1.996], [-0.859, -2.130, -2.445], [-0.533, -3.995, -2.399], [-0.649, -3.873, 0.222], [-1.079, -2.086, 0.076], [1.376, -2.631, -1.598], [1.764, -3.366, 0.061], [2.244, -1.242, 0.851], [0.473, -0.798, 0.811], [2.236, -0.647, -1.796], [0.604, 0.252, -1.529], [2.968, 1.708, -1.254], [3.183, 0.697, 0.246], [0.535, 2.283, -0.173], [1.311, 1.612, 1.366], [3.467, 3.163, 0.304], [2.118, 4.076, -0.465], [2.215, 5.527, 1.251], [1.153, 4.443, 2.205], [3.127, 4.328, 5.898], [1.864, 5.218, 4.979], [1.732, 2.164, 5.712], [0.744, 3.574, 6.100], [-0.189, 1.761, 4.460], [0.848, 2.543, 3.185], [-1.352, 5.636, 3.949], [6.183, 5.258, 1.836], [5.429, 3.821, 1.041], [4.970, 5.830, -1.429], [3.515, -0.385, 2.814], [4.101, 2.040, 5.359], [5.313, 4.141, 5.613], [7.629, 3.222, 4.838], [6.359, 1.979, 4.830], [8.016, 1.871, 2.959], [7.495, 3.447, 2.223], [6.358, 1.971, 2.218], [4.733, 7.058, 3.159], [2.772, 8.563, 3.647], [0.559, 8.271, 3.053], [0.609, 6.535, 2.584], [0.867, 7.101, 4.388], [-0.745, -2.242, -5.056], [-0.364, -3.502, -6.513], [-1.317, -4.673, -6.483], [-0.830, -5.939, -5.082], [0.676, -3.803, -6.419], [-0.493, -2.929, -7.427], [-1.256, -5.240, -7.412], [-2.353, -4.384, -6.308], [2.261, -3.739, 2.410], [3.307, -3.557, 4.045], [4.648, -2.925, 3.768], [5.882, -4.203, 2.964], [3.381, -4.550, 4.488], [2.709, -2.917, 4.695], [5.128, -2.615, 4.697], [4.590, -2.072, 3.093], [8.909, 4.340, 0.537], [9.274, 3.189, -0.993], [8.322, 2.020, -1.044], [8.806, 0.654, 0.259], [10.319, 2.889, -0.924], [9.141, 3.829, -1.866], [8.378, 1.520, -2.012], [7.287, 2.299, -0.844], [-5.490, -3.360, -6.444], [-7.411, -3.623, -6.661], [-7.981, -4.462, -5.545], [-7.564, -6.349, -5.793], [-7.562, -4.058, -7.648], [-7.838, -2.619, -6.641], [-9.070, -4.411, -5.543], [-7.607, -4.181, -4.561], [-12.428, -5.618, -4.085], [-13.012, -3.814, -3.637], [-12.070, -2.779, -4.198], [-10.439, -2.659, -3.138], [-13.103, -3.769, -2.553], [-14.002, -3.716, -4.084], [-12.516, -1.785, -4.147], [-11.769, -2.984, -5.225], [-15.880, -1.647, -0.417], [-15.522, -3.166, 0.751], [-14.598, -4.158, 0.090], [-15.541, -5.229, -1.237], [-16.487, -3.592, 1.023], [-15.055, -2.738, 1.639], [-14.220, -4.876, 0.819], [-13.757, -3.688, -0.419], [-1.761, 3.765, 8.602], [-3.129, 4.372, 7.354], [-3.563, 5.783, 7.660], [-4.756, 5.841, 9.201], [-3.945, 3.651, 7.401], [-2.660, 4.320, 6.371], [-4.146, 6.193, 6.834], [-2.731, 6.451, 7.877], [1.397, -1.967, -6.680], [2.102, -0.191, -7.083], [1.948, 0.140, -8.546], [3.284, -0.780, -9.626], [3.138, -0.174, -6.744], [1.513, 0.494, -6.469], [2.124, 1.202, -8.721], [0.972, -0.133, -8.948], [-1.590, -5.353, -10.213], [-1.527, -7.295, -10.059], [-2.909, -7.878, -9.908], [-3.593, -7.629, -8.099], [-0.867, -7.527, -9.223], [-1.065, -7.637, -10.986], [-2.888, -8.959, -10.056], [-3.638, -7.437, -10.586], [7.545, -3.803, 8.792], [7.759, -3.894, 6.856], [8.180, -2.563, 6.287], [6.678, -1.325, 6.194], [6.816, -4.258, 6.449], [8.534, -4.645, 6.692], [8.518, -2.676, 5.256], [8.959, -2.073, 6.869]]
}

=====

(2)
{
  "formula": "C43H89N4O7PS2",
  "method": "ωB97M-V/def2-TZVPD",
  "s2": 2.008,
  "total_charge": 0,
  "e_lumo_ev": [0.4, 0.3],
  "energy_ha": -3575.11938,
  "orbital_gap_ev": [8.427, 8.432],
  "homo_ev": [-8.1, -8.1],
  "spin_multiplicity": 3,
  "species": ["C", "C", "C", "C", "C", "C", "C", "C", "C", "C", "C", "C", "O", "C", "C", "C", "C", "C", "C", "N", "C", "C", "C", "O", "C", "C", "C", "C", "S", "O", "O", "O", "N", "P", "S", "H", "H", "H", "H", "H", "H", "H", "H", "H", "H", "H", "H", "H", "H", "H", "H", "H", "H", "H", "H", "H", "H", "H", "H", "H", "H", "H", "H", "H", "H", "H", "H", "H", "H", "H", "H", "H", "H", "H", "H", "H", "H", "H", "H", "H", "H", "H", "H", "H", "H", "H", "H", "H", "C", "C", "C", "C", "C", "C", "N", "O", "C", "C", "C", "H", "H", "H", "H", "H", "H", "H", "H", "H", "H", "H", "H", "H", "H", "H", "H", "H", "H", "C", "C", "C", "C", "C", "C", "N", "O", "C", "C", "C", "H", "H", "H", "H", "H", "H", "H", "H", "H", "H", "H", "H", "H", "H", "H", "H", "H", "H"],
  "coordinates": [[-1.613, -9.428, -3.771], [-0.446, -9.046, -2.853], [0.208, -7.721, -3.238], [-0.716, -6.514, -3.089], [-0.121, -5.252, -3.712], [-1.074, -4.066, -3.947], [-2.509, -4.415, -4.330], [-3.451, -3.213, -4.429], [-3.121, -2.207, -5.541], [-2.199, -1.047, -5.159], [-2.795, -0.081, -4.121], [-2.417, -0.376, -2.673], [-2.252, 0.855, -1.987], [-2.517, 0.777, -0.612], [-2.123, 2.091, 0.069], [-0.702, 2.488, -0.398], [-0.524, 3.478, -1.550], [0.918, 4.016, -1.519], [1.134, 5.229, -0.602], [1.057, 6.567, -1.217], [2.307, 7.317, -1.290], [0.231, 6.638, -2.374], [0.854, 6.662, -3.762], [-0.967, 6.652, -2.262], [-2.053, 1.850, 1.590], [-3.320, 1.329, 2.266], [-3.057, 0.910, 3.722], [-3.893, -0.308, 4.117], [-4.102, -0.470, 5.861], [-4.920, -1.602, 6.170], [-2.834, -0.318, 6.500], [-4.977, 0.847, 6.110], [-3.159, 3.084, -0.313], [-3.171, 4.598, 0.423], [-3.947, 6.053, -0.565], [-1.452, -9.027, -4.775], [-1.727, -10.509, -3.848], [-2.558, -9.007, -3.424], [0.315, -9.828, -2.908], [-0.787, -8.998, -1.815], [1.125, -7.563, -2.662], [0.515, -7.785, -4.289], [-1.678, -6.755, -3.546], [-0.890, -6.345, -2.019], [0.377, -5.521, -4.649], [0.675, -4.906, -3.045], [-0.647, -3.468, -4.757], [-1.090, -3.410, -3.069], [-2.931, -5.104, -3.595], [-2.516, -4.942, -5.291], [-3.497, -2.712, -3.456], [-4.454, -3.608, -4.613], [-4.056, -1.763, -5.897], [-2.688, -2.757, -6.383], [-1.979, -0.481, -6.067], [-1.238, -1.415, -4.791], [-2.445, 0.931, -4.331], [-3.883, -0.084, -4.220], [-1.477, -0.945, -2.623], [-3.188, -0.969, -2.166], [-3.586, 0.569, -0.458], [-1.946, -0.043, -0.149], [-0.164, 2.885, 0.472], [-0.196, 1.558, -0.673], [-0.696, 2.966, -2.497], [-1.244, 4.296, -1.496], [1.298, 4.209, -2.525], [1.548, 3.211, -1.124], [0.401, 5.166, 0.214], [2.114, 5.164, -0.132], [2.826, 7.239, -2.250], [2.123, 8.372, -1.081], [2.986, 6.954, -0.521], [0.296, 5.948, -4.366], [0.724, 7.649, -4.207], [1.910, 6.408, -3.789], [-1.242, 1.136, 1.773], [-1.748, 2.779, 2.086], [-4.078, 2.116, 2.279], [-3.730, 0.480, 1.713], [-2.002, 0.672, 3.864], [-3.287, 1.738, 4.394], [-3.384, -1.239, 3.856], [-4.884, -0.309, 3.666], [-5.423, 0.774, 6.967], [-4.069, 2.645, -0.223], [-3.792, 4.418, 1.673], [-1.821, 4.728, 0.783], [-0.558, 7.528, 6.428], [-0.769, 6.491, 5.318], [0.540, 5.770, 4.981], [1.542, 6.650, 4.237], [0.916, 7.259, 2.984], [-0.397, 8.006, 3.249], [-1.299, 7.117, 4.061], [-1.955, 6.297, 3.334], [-0.138, 9.343, 3.951], [-1.099, 8.311, 1.929], [-1.805, 5.492, 5.822], [-0.497, 7.008, 7.384], [0.357, 8.103, 6.322], [-1.399, 8.222, 6.473], [0.305, 4.898, 4.362], [0.973, 5.392, 5.911], [1.927, 7.435, 4.894], [2.405, 6.046, 3.950], [1.612, 7.957, 2.510], [0.721, 6.463, 2.258], [-1.072, 9.775, 4.310], [0.299, 10.034, 3.230], [0.554, 9.276, 4.785], [-1.238, 7.424, 1.317], [-0.488, 9.022, 1.370], [-2.079, 8.756, 2.102], [-2.760, 5.985, 6.010], [-1.446, 5.060, 6.757], [-1.971, 4.689, 5.109], [3.833, -6.978, 1.567], [3.994, -7.684, 0.215], [5.174, -8.661, 0.240], [6.532, -7.964, 0.264], [6.666, -6.977, -0.893], [5.517, -5.965, -0.977], [4.214, -6.707, -0.906], [3.832, -7.158, -2.040], [5.632, -4.912, 0.131], [5.564, -5.228, -2.311], [2.694, -8.432, -0.063], [3.359, -7.669, 2.265], [4.773, -6.672, 2.016], [3.192, -6.102, 1.472], [5.115, -9.298, -0.648], [5.059, -9.314, 1.110], [6.689, -7.458, 1.221], [7.321, -8.714, 0.187], [7.604, -6.421, -0.814], [6.706, -7.535, -1.834], [4.720, -4.317, 0.191], [6.457, -4.241, -0.111], [5.838, -5.327, 1.112], [5.580, -5.916, -3.152], [6.468, -4.619, -2.339], [4.699, -4.573, -2.423], [1.855, -7.737, -0.140], [2.503, -9.115, 0.766], [2.745, -9.007, -0.984]]
}

=====

(3)
{
  "formula": "C43H91BrN3O17S5",
  "method": "ωB97M-V/def2-TZVPD",
  "total_charge": 1,
  "e_lumo_ev": -4.2,
  "energy_ha": -7700.28593,
  "orbital_gap_ev": 7.439,
  "homo_ev": -11.6,
  "species": ["C", "C", "C", "C", "C", "C", "C", "C", "C", "O", "C", "C", "O", "C", "C", "N", "C", "N", "C", "C", "C", "C", "C", "C", "C", "C", "C", "C", "C", "C", "C", "C", "N", "Br", "H", "H", "H", "H", "H", "H", "H", "H", "H", "H", "H", "H", "H", "H", "H", "H", "H", "H", "H", "H", "H", "H", "H", "H", "H", "H", "H", "H", "H", "H", "H", "H", "H", "H", "H", "H", "H", "H", "H", "H", "H", "H", "H", "H", "H", "H", "H", "H", "H", "H", "H", "O", "S", "O", "O", "C", "C", "C", "H", "H", "H", "H", "H", "H", "H", "H", "O", "S", "O", "O", "C", "C", "C", "H", "H", "H", "H", "H", "H", "H", "H", "O", "S", "O", "O", "C", "C", "C", "H", "H", "H", "H", "H", "H", "H", "H", "O", "S", "O", "O", "C", "C", "C", "H", "H", "H", "H", "H", "H", "H", "H", "O", "S", "O", "O", "C", "C", "C", "H", "H", "H", "H", "H", "H", "H", "H"],
  "coordinates": [[8.525, -5.525, -0.450], [9.473, -4.493, -0.587], [10.452, -3.151, -0.762], [10.025, -1.993, 0.364], [10.854, -2.255, 1.792], [11.312, -3.632, 2.198], [10.442, -0.551, -0.297], [9.201, 0.521, -0.416], [8.939, 1.412, 0.946], [9.917, 1.151, 2.015], [9.978, 2.246, 2.997], [8.638, 2.060, 3.976], [7.887, 3.326, 3.868], [6.479, 3.112, 4.302], [5.559, 3.347, 2.930], [7.894, -0.078, -0.889], [7.668, -1.483, -0.377], [6.558, -2.169, -0.833], [5.550, -1.664, -1.841], [4.219, -1.164, -0.996], [2.946, -2.228, -1.198], [1.900, -1.702, -2.344], [0.362, -1.463, -1.830], [-0.221, -2.610, -0.815], [-0.849, -1.815, 0.491], [0.338, -1.214, 1.502], [0.672, -2.201, 2.768], [0.718, -1.405, 4.225], [2.233, -1.575, 4.892], [2.819, -0.026, 5.057], [3.641, 0.312, 3.659], [2.706, 1.015, 2.501], [8.549, -2.169, 0.644], [8.084, -1.757, 2.410], [7.569, -6.143, -0.093], [10.249, -2.781, -1.877], [11.597, -3.441, -0.655], [11.126, -1.381, 2.550], [11.698, -3.800, 3.315], [11.348, -4.561, 1.479], [11.393, -0.118, 0.276], [10.825, -0.730, -1.413], [9.527, 1.305, -1.255], [7.851, 1.189, 1.383], [8.899, 2.557, 0.613], [9.960, 3.326, 2.532], [10.905, 2.152, 3.741], [8.034, 1.115, 3.576], [8.918, 1.895, 5.103], [6.164, 3.850, 5.165], [6.367, 2.000, 4.687], [5.581, 2.301, 2.369], [5.947, 4.234, 2.264], [4.439, 3.504, 3.298], [7.104, 0.526, -0.571], [6.389, -3.145, -0.443], [5.900, -0.750, -2.482], [5.270, -2.520, -2.624], [3.923, -0.053, -1.214], [4.507, -1.209, 0.161], [3.434, -3.245, -1.588], [2.483, -2.386, -0.134], [1.898, -2.370, -3.328], [2.300, -0.634, -2.700], [0.186, -0.366, -1.393], [-0.324, -1.505, -2.807], [-1.147, -3.136, -1.351], [0.532, -3.461, -0.537], [-1.555, -2.469, 1.157], [-1.410, -0.856, 0.063], [1.272, -0.880, 0.874], [-0.122, -0.215, 1.962], [-0.214, -2.987, 2.858], [1.647, -2.832, 2.573], [-0.027, -1.869, 5.024], [0.399, -0.262, 4.128], [2.184, -2.102, 5.954], [2.940, -2.253, 4.233], [3.557, -0.054, 5.974], [1.984, 0.769, 5.259], [4.069, -0.697, 3.187], [4.578, 0.949, 3.975], [2.980, 2.147, 2.295], [2.905, 0.429, 1.504], [1.559, 0.984, 2.742], [-0.596, 2.651, -1.270], [-1.304, 2.600, -2.532], [-0.795, 1.866, -3.670], [-1.657, 4.119, -3.003], [-0.601, 5.063, -3.105], [0.220, 4.843, -4.363], [-2.970, 2.068, -2.224], [0.030, 5.039, -2.210], [-1.061, 6.056, -3.149], [0.768, 3.898, -4.314], [0.947, 5.649, -4.496], [-0.427, 4.797, -5.244], [-3.381, 2.650, -1.398], [-2.943, 1.009, -1.960], [-3.560, 2.210, -3.132], [-3.949, -0.656, -4.002], [-4.527, -0.389, -5.302], [-5.133, 0.884, -5.627], [-5.578, -1.578, -5.669], [-6.622, -1.872, -4.752], [-7.733, -0.841, -4.829], [-3.318, -0.767, -6.547], [-6.232, -1.959, -3.733], [-7.026, -2.851, -5.029], [-7.389, 0.135, -4.472], [-8.585, -1.143, -4.214], [-8.068, -0.707, -5.862], [-2.889, -1.748, -6.338], [-2.541, -0.001, -6.505], [-3.802, -0.752, -7.525], [-7.734, 3.056, -0.508], [-6.722, 3.321, 0.493], [-5.308, 3.221, 0.202], [-7.047, 2.436, 1.821], [-7.201, 1.030, 1.683], [-5.860, 0.338, 1.527], [-7.035, 4.916, 1.205], [-7.870, 0.793, 0.849], [-7.684, 0.669, 2.597], [-5.388, 0.606, 0.577], [-5.980, -0.749, 1.548], [-5.173, 0.637, 2.325], [-8.091, 4.984, 1.474], [-6.789, 5.674, 0.457], [-6.400, 5.042, 2.084], [-5.933, -5.098, -0.095], [-5.331, -6.408, 0.042], [-4.746, -6.860, 1.285], [-4.246, -6.619, -1.155], [-3.217, -5.654, -1.320], [-2.127, -5.822, -0.277], [-6.502, -7.627, -0.500], [-3.629, -4.640, -1.304], [-2.786, -5.812, -2.314], [-2.500, -5.583, 0.723], [-1.283, -5.160, -0.490], [-1.772, -6.857, -0.251], [-6.915, -7.320, -1.463], [-7.297, -7.687, 0.247], [-5.997, -8.591, -0.582], [-10.775, 5.580, 1.752], [-11.353, 5.847, 0.451], [-11.959, 7.120, 0.126], [-12.404, 4.658, 0.084], [-13.448, 4.365, 1.001], [-14.559, 5.396, 0.924], [-10.144, 5.469, -0.793], [-13.058, 4.277, 2.020], [-13.852, 3.385, 0.724], [-14.215, 6.371, 1.281], [-15.411, 5.093, 1.539], [-14.894, 5.529, -0.109], [-9.715, 4.488, -0.585], [-9.367, 6.235, -0.752], [-10.628, 5.484, -1.772]]
}